*a*
C3H6N2O3S | the ωB97M-V functional and the def2-TZVPD basis

Bonds (Å) are listed after each position.
Atoms and positions in Å:
1 C 2.909 -1.677 0.285  C3 1.334, H10 1.004, H11 1.021
2 C 1.183 0.019 -0.731  C3 1.296, O6 1.421, H12 0.988
3 C 2.067 -0.826 -0.302  C1 1.334, C2 1.296
4 N -3.102 1.547 0.078  N5 1.403, H13 0.999, H14 1.046
5 N -2.360 0.782 0.991  N4 1.403, S9 1.552
6 O 0.386 0.779 0.166  C2 1.421, S9 2.080, H15 0.970
7 O -1.526 -0.213 -1.241  S9 1.435
8 O -0.993 -1.386 0.829  S9 1.428
9 S -1.453 -0.193 0.193  N5 1.552, O6 2.080, O7 1.435, O8 1.428
10 H 3.797 -1.441 0.690  C1 1.004
11 H 2.787 -2.689 0.359  C1 1.021
12 H 1.130 0.143 -1.710  C2 0.988
13 H -2.735 1.508 -0.851  N4 0.999
14 H -3.042 2.554 0.356  N4 1.046
15 H 0.952 1.093 0.889  O6 0.970

**Kohn-Sham gap**: 0.3233 Eh

Results of the natural (NBO) charge analysis, in e, for atoms 1 through 4: number 1, C, carries -0.3978; number 2, C, carries 0.0133; number 3, C, carries 0.0433; number 4, N, carries -0.6496

=====

*b*
C3H6N2O3S | the ωB97M-V functional and the def2-TZVPD basis

Bonds (Å) are listed after each position.
Atoms and positions in Å:
1 C -1.002 0.730 -0.443  C2 1.542, N4 1.371, O6 1.204
2 C -1.299 2.034 0.326  C1 1.542, H10 1.162, H11 1.176, H12 1.186
3 C 1.245 -2.066 -0.593  N5 1.517, H13 1.104, H14 1.008, H15 1.170
4 N 0.237 0.229 -0.137  C1 1.371, N5 1.495, S9 1.610
5 N 1.012 -0.645 -1.071  C3 1.517, N4 1.495, S9 1.654
6 O -1.722 0.218 -1.262  C1 1.204
7 O 2.129 1.770 -0.928  S9 1.436
8 O 2.497 0.261 0.944  S9 1.404
9 S 1.812 0.546 -0.248  N4 1.610, N5 1.654, O7 1.436, O8 1.404
10 H -1.795 2.721 -0.469  C2 1.162
11 H -0.345 2.658 0.616  C2 1.176
12 H -1.929 1.753 1.291  C2 1.186
13 H 1.864 -2.704 -1.248  C3 1.104
14 H 1.733 -2.132 0.287  C3 1.008
15 H 0.287 -2.651 -0.264  C3 1.170

**Structure (SMILES)**: CC(=O)N1N(C)S1(=O)=O
**Kohn-Sham gap**: 0.4012 Eh

Results of the natural (NBO) charge analysis, in e, for atoms 1 through 4: number 1, C, carries 0.6765; number 2, C, carries -0.7318; number 3, C, carries -0.4517; number 4, N, carries -0.6040

=====

What is the least stable structure shown above? It is *a*.